Here is 14 unconnected molecules or ions with the total composition C5H38NO15 in a non-equilibrium geometry from the OMol25 dataset. Energies are from the ωB97M-V functional and the def2-TZVPD basis.

Positions of all 59 atoms, in Å:
C -0.18689 0.81438 0.14240
N -0.00840 0.58901 1.63533
C 0.28110 -0.99214 1.78347
O -0.16237 -1.64528 0.71798
C 0.88499 0.11468 -0.66698
C 1.20260 1.13084 -1.80601
C 1.53035 0.39452 -3.23777
O 2.04911 -0.91045 -3.21256
H -0.25151 1.92813 0.06191
H -1.13857 0.53755 -0.33904
H -0.75575 0.79825 2.17712
H -0.13183 -1.41720 2.76103
H 1.40674 -0.83572 1.83189
H 1.95558 0.01623 -0.23741
H 0.38620 -0.87549 -1.02097
H 0.43835 2.03266 -1.87467
H 2.20191 1.62846 -1.58329
H 2.36513 1.00221 -3.72173
H 0.63167 0.31517 -3.94490
H 2.72430 -1.04849 -2.62944
H -2.76560 2.93655 1.28159
H -1.89736 2.09493 2.45886
O -2.09514 3.01437 1.99200
H -1.62175 0.62568 4.17244
H -3.02641 0.74738 3.30652
O -2.21829 1.16507 3.77051
H -0.18209 -3.19748 -3.31559
H 0.53179 -1.86330 -3.54129
O -0.27761 -2.34969 -3.74160
H 1.69173 -3.70027 -0.02032
H 0.38315 -3.19059 0.28142
O 0.80398 -4.02240 -0.02191
H -1.11603 -0.75164 -3.15030
H -1.10888 -0.23236 -1.88125
O -1.46926 -0.03392 -2.65107
H 2.25774 -1.77464 -1.18130
H 3.46541 -1.27846 -0.28788
O 3.15902 -1.85349 -0.96343
H -2.13992 -0.41050 0.63142
H -2.97102 -1.22724 -0.53411
O -2.98864 -0.62192 0.20311
H -2.53879 -3.58271 0.91809
H -1.48262 -2.58121 1.36264
O -2.22443 -3.03332 1.73137
H 0.27050 3.87732 1.73412
H 0.72512 2.61804 0.75560
O 1.06468 3.50186 1.14513
H 2.62335 2.34792 1.24145
H 3.77532 1.84026 0.44365
O 3.52567 2.05894 1.26103
H 2.40130 1.32136 3.18556
H 0.88715 1.21646 3.80795
O 1.67619 1.85542 3.65753
H -2.73805 2.45842 -0.99745
H -1.74758 3.35206 -0.10786
O -2.19071 3.28510 -0.95337
H -2.40748 -3.33831 -0.73041
H -1.50780 -2.07493 -0.80432
O -1.94939 -2.77608 -1.29490

Forces on the atoms, in the same order (eV/Å):
-0.25 0.72 2.48
2.19 -3.21 -3.09
0.88 2.04 0.21
-0.78 -1.12 0.47
0.93 1.09 -1.85
0.83 0.40 -2.00
-0.10 2.30 -0.66
-3.32 -0.32 -2.15
0.27 -1.05 -0.61
0.21 0.07 0.66
-3.00 0.88 1.37
0.48 0.88 -0.59
-0.68 -1.16 0.27
-2.50 -0.39 0.25
1.81 1.78 0.49
1.36 -2.18 -0.40
-1.19 -0.36 0.04
-1.38 -0.21 0.28
1.27 0.53 1.21
3.10 -0.20 2.38
0.45 -0.38 0.94
-1.00 2.77 -1.24
0.31 -1.48 0.12
2.00 -3.22 1.57
2.30 0.16 1.57
-4.48 2.30 -2.70
-0.12 -0.30 0.45
0.57 -0.25 0.00
-0.21 0.42 -0.56
1.32 -0.15 -0.14
-0.57 0.15 0.19
-0.50 -0.17 -0.11
-0.08 -1.28 -1.33
2.24 -0.87 5.75
-2.85 2.09 -4.76
-1.95 0.41 0.52
-0.31 0.77 0.93
2.45 -1.75 -0.98
-0.30 -1.16 -0.75
0.61 -0.16 -0.18
-1.12 1.65 1.12
0.76 1.37 2.80
1.79 1.16 -0.70
-2.62 -2.89 -1.31
2.55 -1.72 -1.91
0.59 2.32 1.49
-2.84 -0.14 0.61
-1.02 0.72 0.09
1.40 -1.22 -4.98
-0.26 0.58 5.08
-1.88 1.01 0.91
2.43 1.52 -0.85
-0.22 -2.36 0.22
1.06 0.99 0.30
0.13 -0.30 0.31
-1.09 -0.65 -0.84
-0.87 -1.21 1.54
0.39 -0.54 0.68
0.80 1.29 -2.62

Its total charge is -1. Its multiplicity is 1. The relative energy (zero: lowest compared OMol25 entry of this formula, charge and spin) comes out at 8.326 eV. As for the HOMO-LUMO gap: 8.14 eV. The LUMO energy comes out at 0.0893 hartree. For the maximum force, the calculation gives 0.1213 Eh/bohr.

Here is 10 unconnected molecules or ions with the total composition C24H42Cl12F2O12 in a non-equilibrium geometry from the OMol25 dataset. Energies are from the ωB97M-V functional and the def2-TZVPD basis.

Positions of all 92 atoms, in Å:
Cl -0.99839 5.59568 1.46713
C 0.77121 5.35019 1.43372
C 1.40978 5.96210 2.64980
Cl 3.14550 5.66413 2.52103
H 1.10829 5.76256 0.47497
H 0.78884 4.24781 1.40254
H 1.02520 5.58436 3.59770
H 1.34377 7.04823 2.62581
Cl -3.03227 -1.41144 3.34618
C -3.49208 -0.52801 1.82359
C -4.96434 -0.18705 1.84342
Cl -5.93933 -1.65816 1.68195
H -3.27966 -1.09278 0.93541
H -2.82231 0.30139 1.82781
H -5.18374 0.35676 0.93043
H -5.23500 0.47856 2.64539
Cl -2.21400 4.29243 -2.45876
C -3.27775 4.05825 -1.08776
C -2.75050 2.88315 -0.29270
Cl -3.10784 1.31592 -1.17180
H -4.32725 3.91488 -1.33560
H -3.19944 4.92187 -0.44901
H -3.28313 2.77697 0.64582
H -1.66602 2.87913 -0.08849
Cl -3.75486 -2.02773 -1.54395
C -4.52111 -2.04634 -3.18618
C -4.69948 -0.57049 -3.55438
Cl -5.66419 -0.41580 -4.98710
H -5.48740 -2.56677 -3.02669
H -3.93339 -2.65120 -3.85719
H -3.74431 -0.13276 -3.83664
H -5.12689 -0.04314 -2.69952
Cl 2.62327 5.00493 -1.86948
C 2.61610 3.19248 -1.79382
C 2.14391 2.60241 -3.09403
Cl 3.12868 3.14742 -4.47959
H 1.92466 2.87742 -1.03131
H 3.61639 2.83684 -1.52870
H 1.13432 2.89545 -3.30723
H 2.32084 1.53271 -3.03725
Cl 1.71657 -0.18636 -5.41917
C 1.32679 -1.71782 -4.63668
C -0.04462 -1.52669 -4.16100
Cl -0.47958 -3.15824 -3.48248
H 2.06069 -1.92427 -3.85802
H 1.40607 -2.49910 -5.38035
H -0.79571 -1.27294 -4.89509
H -0.11766 -0.84024 -3.34729
C -0.30206 -1.44621 0.35579
C 1.20652 -1.39107 0.17930
O 1.50384 -0.13015 0.67502
C 0.33712 0.65466 0.67815
O 0.37127 1.85288 0.71650
O -0.72469 -0.07845 0.56629
F 1.58546 -1.44477 -1.11718
H -0.76425 -1.97281 1.17573
H -0.73135 -1.81243 -0.57343
H 1.75147 -2.14778 0.71893
C 0.44006 -0.05090 4.58111
C 0.11500 -0.97010 5.74372
O 0.33207 -2.23341 5.20818
C 0.36004 -2.09135 3.79937
O 0.40727 -2.98502 3.05057
O 0.30063 -0.82986 3.39812
F -1.23675 -0.78284 5.99298
H 1.47435 0.19588 4.78076
H -0.27508 0.77006 4.60125
H 0.67698 -0.84633 6.65711
C 4.20086 2.22454 1.94042
O 4.87620 0.93386 1.80144
C 5.27300 0.71080 0.55620
O 4.96708 1.24599 -0.47486
O 6.12153 -0.36644 0.56247
C 6.76541 -0.81690 -0.63200
H 3.21096 2.20531 1.51799
H 4.77982 3.04011 1.54041
H 4.04489 2.41065 2.99775
H 6.12938 -1.42401 -1.29689
H 7.57318 -1.49739 -0.36931
H 7.21720 -0.02579 -1.21931
C -3.03552 -4.72853 0.62526
O -1.76839 -4.22037 0.31573
C -0.86814 -5.06193 -0.08310
O -0.96861 -6.27845 -0.20671
O 0.20365 -4.38130 -0.24400
C 1.30278 -5.07010 -0.79714
H -3.57526 -4.88181 -0.28527
H -3.51381 -3.96978 1.20743
H -3.00494 -5.66964 1.18843
H 1.96308 -5.40401 -0.00845
H 1.85384 -4.34890 -1.41635
H 0.95526 -5.91258 -1.36388

Forces on the atoms, in the same order (eV/Å):
-0.60 0.46 0.16
-0.73 -0.98 -0.54
-0.03 0.51 -0.31
0.71 -0.36 0.21
0.19 -0.12 0.49
0.77 0.52 0.09
0.07 -0.08 -0.21
-0.40 -0.07 0.08
-0.07 -0.07 -0.57
-0.44 -0.34 0.91
0.63 0.38 -1.10
-0.24 -0.05 0.46
0.23 -0.65 -0.08
0.04 0.89 -0.10
0.14 0.19 -0.22
-0.33 -0.36 0.67
-0.02 0.31 -0.77
0.44 -0.64 1.02
-0.07 -0.87 -0.04
0.17 0.49 0.26
0.15 -0.03 -0.46
0.06 0.48 0.13
-0.09 0.13 0.18
-0.58 0.24 -0.27
0.18 -0.34 -0.34
-1.04 0.20 1.03
0.92 -0.78 0.41
-0.96 0.09 -0.87
0.48 0.52 -0.23
0.41 0.13 -0.20
0.11 0.03 0.47
-0.08 0.04 -0.36
-0.05 -0.51 0.27
0.45 0.31 -0.30
0.93 0.17 0.04
0.10 0.00 -0.16
-0.28 0.10 0.47
-0.19 0.31 -0.11
-0.53 -0.19 -0.09
-0.48 -0.17 -0.04
0.70 0.72 -0.44
0.92 0.25 -0.76
-1.05 -1.52 1.02
-0.48 0.07 0.15
-0.27 0.16 0.12
-0.11 -0.13 -0.15
0.17 -0.07 -0.40
0.07 0.51 0.54
-1.17 -0.43 -0.79
-0.75 0.10 1.57
-0.49 1.33 0.10
1.86 0.76 -0.41
0.09 -0.30 0.44
0.03 -0.61 -0.46
-0.05 -0.06 -0.92
0.69 -0.64 0.20
-0.26 0.08 -0.08
0.16 -0.21 0.21
0.18 0.64 1.15
-1.24 0.01 -1.16
0.05 0.30 -1.47
-0.44 -0.54 1.11
0.23 -1.73 -0.70
0.25 0.80 1.42
0.24 -0.49 0.58
0.36 0.76 -0.77
0.43 0.16 -0.31
0.02 0.10 0.22
-0.23 -0.43 0.66
-0.18 1.21 -0.29
1.16 -2.11 -1.32
-0.33 0.76 0.46
-0.18 0.23 0.79
-0.14 -0.36 -0.64
-0.25 -0.17 -0.61
0.28 0.05 -0.35
0.36 -0.29 0.21
-0.31 0.53 0.37
-0.06 0.16 0.62
-0.23 0.42 0.07
-0.60 -0.77 0.44
-0.78 0.94 0.48
-0.69 -3.26 0.43
-0.33 1.45 -0.04
2.24 1.58 -0.62
0.98 0.42 -0.32
-0.48 -0.17 -0.54
-0.39 0.42 0.36
0.25 0.26 -0.15
0.08 -0.19 0.28
-0.29 -0.25 0.08
0.00 -0.33 -0.34

Its total charge is 0. Its SMILES is O=C1OC[C@@H](F)O1.O=C1OC[C@@H](F)O1.COC(=O)OC.COC(=O)OC.ClCCCl.ClCCCl.ClCCCl.ClCCCl.ClCCCl.ClCCCl. Its multiplicity is 1. As for the HOMO-LUMO gap: 10.41 eV. The LUMO energy comes out at 0.0033 hartree. For the maximum force, the calculation gives 0.0653 Eh/bohr.

Here is a molecular structure, C4H5N3 in a non-equilibrium geometry from the OMol25 dataset. Energies are from the ωB97M-V functional and the def2-TZVPD basis.

Positions of all 12 atoms, in Å:
C 1.65145 0.77947 -0.00813
C 1.58558 -0.78472 0.01654
C -1.81227 0.01247 0.01570
C 0.11734 0.71024 0.01272
H 2.08172 1.20117 -0.93705
H 2.10120 1.23459 0.89590
H 1.97486 -1.27601 0.91134
H 2.06241 -1.24139 -0.84926
H -2.86906 0.01762 -0.08426
N 0.13380 -0.62899 -0.03584
N -1.12135 -1.13953 0.00473
N -1.09870 1.16269 0.00860

Forces on the atoms, in the same order (eV/Å):
0.06 0.75 0.34
0.71 -0.18 -0.03
0.51 -1.02 -0.33
1.11 -1.49 -0.53
-0.20 -0.19 0.62
-0.17 -0.20 -0.62
-0.22 0.18 0.03
-0.34 -0.15 -0.13
-0.65 -0.11 0.22
-0.62 0.68 0.41
0.14 0.62 -0.20
-0.32 1.10 0.22

Its total charge is 0. Its multiplicity is 1. The relative energy (zero: lowest compared OMol25 entry of this formula, charge and spin) comes out at 2.350 eV. As for the HOMO-LUMO gap: 10.53 eV. The LUMO energy comes out at 0.0320 hartree. For the maximum force, the calculation gives 0.0375 Eh/bohr.

Here is a single C4H7NO2 molecule in a non-equilibrium geometry from the OMol25 dataset. Energies are from the ωB97M-V functional and the def2-TZVPD basis.

Positions of all 14 atoms, in Å:
C -2.29203 -0.35756 -0.16235
C -0.85782 -0.04683 0.04347
N -0.74922 1.21987 0.20968
O 0.09466 -0.99814 0.10584
C 1.34962 -0.52644 0.57349
C 2.16162 0.08416 -0.55328
O 3.18478 0.69182 -0.36672
H -2.67885 -1.32541 0.20664
H -2.42261 0.72624 0.23012
H -2.57508 -0.23599 -1.21044
H 0.11278 1.70851 0.06124
H 1.21231 0.20997 1.37579
H 1.88595 -1.38941 0.97688
H 1.74671 -0.08864 -1.56975

Forces on the atoms, in the same order (eV/Å):
-0.06 0.64 0.06
0.24 0.86 -0.03
0.85 0.21 -0.52
-0.17 0.15 -0.08
0.16 0.02 0.04
0.36 0.16 0.13
-0.45 -0.26 -0.11
0.01 0.89 0.29
-2.29 -2.13 0.08
0.31 -0.30 -0.10
0.93 -0.21 0.41
0.07 -0.13 -0.14
-0.04 0.05 -0.11
0.07 0.05 0.08

Its total charge is 0. Its SMILES is [H]/N=C(/C)OCC=O. Its multiplicity is 1. The relative energy (zero: lowest compared OMol25 entry of this formula, charge and spin) comes out at 2.890 eV. As for the HOMO-LUMO gap: 10.88 eV. The LUMO energy comes out at 0.0269 hartree. For the maximum force, the calculation gives 0.0608 Eh/bohr.